Here is a molecular structure, C50H51BrF3N4O6TeTi from the OMol25 dataset. Energies are from ωB97M-V/def2-TZVPD.

```
117
Properties=species:S:1:pos:R:3:forces:R:3:lowdin_spin:R:1
Ti 1.432 0.191 -0.988 -0.41 0.16 -0.13 0.05
C 3.147 -2.387 3.137 -0.04 0.01 0.03 0.00
O 3.342 -1.806 4.436 0.01 -0.14 -0.02 0.00
C 4.204 -0.753 4.495 0.00 0.03 -0.01 0.00
C 5.318 -0.832 5.317 0.04 -0.02 0.06 0.00
C 6.196 0.238 5.395 0.01 0.00 0.00 0.00
C 5.966 1.392 4.658 0.00 0.04 -0.02 0.00
C 4.835 1.487 3.860 -0.02 0.03 0.01 0.00
C 3.950 0.418 3.779 0.05 -0.04 -0.01 0.00
N 2.770 0.492 3.000 0.01 0.22 0.07 0.00
C 2.728 0.542 1.642 -0.11 -0.04 -0.07 0.00
N 3.914 0.521 1.021 0.02 -0.06 -0.06 0.00
C 4.312 0.520 -0.350 -0.07 -0.01 -0.03 0.00
C 3.466 0.445 -1.447 0.03 -0.14 0.16 0.01
C 4.047 0.454 -2.716 0.01 0.01 0.06 0.00
C 5.416 0.529 -2.885 0.01 0.00 -0.03 0.00
C 6.258 0.583 -1.777 0.04 0.00 -0.05 0.00
C 5.703 0.575 -0.512 0.01 0.04 -0.07 0.00
O 6.425 0.614 0.651 0.16 0.01 0.07 0.00
C 7.837 0.661 0.548 -0.04 0.00 0.01 0.00
N 1.566 0.565 1.023 0.13 0.11 0.20 0.00
C 0.368 0.592 1.790 0.02 -0.03 -0.04 0.00
C -0.415 -0.552 1.898 -0.02 0.08 -0.02 0.00
C -1.641 -0.514 2.554 -0.01 -0.04 0.04 0.00
C -2.079 0.680 3.101 -0.04 -0.03 0.04 0.00
C -1.300 1.828 3.019 -0.05 0.05 0.02 0.00
C -0.068 1.791 2.376 -0.07 -0.11 -0.02 0.00
O 0.774 2.835 2.283 0.06 0.21 0.00 0.00
C 0.217 4.135 2.410 0.02 -0.01 -0.01 0.00
H 3.270 -3.463 3.242 0.00 -0.02 0.01 0.00
H 3.875 -2.008 2.419 0.01 -0.02 -0.01 0.00
H 2.146 -2.170 2.767 -0.02 -0.01 -0.02 0.00
H 5.484 -1.744 5.877 -0.01 0.04 -0.03 0.00
H 7.070 0.167 6.030 -0.02 0.00 -0.01 0.00
H 6.652 2.226 4.717 -0.01 -0.02 0.00 0.00
H 4.619 2.390 3.302 0.00 -0.04 0.01 0.00
H 1.903 0.253 3.456 -0.05 0.02 0.01 0.00
H 4.712 0.466 1.637 0.03 0.03 0.04 0.00
H 3.412 0.398 -3.590 -0.03 0.00 -0.04 0.00
H 5.843 0.538 -3.881 0.00 0.00 0.04 0.00
H 7.330 0.629 -1.910 -0.03 0.00 -0.01 0.00
H 8.225 -0.222 0.035 -0.01 -0.01 0.00 0.00
H 8.214 0.683 1.567 0.00 0.00 0.02 0.00
H 8.163 1.559 0.020 -0.01 0.01 0.00 0.00
H -0.051 -1.462 1.437 0.01 -0.06 -0.01 0.00
H -2.255 -1.404 2.616 0.03 0.04 0.00 0.00
H -3.040 0.727 3.599 0.03 -0.01 -0.02 0.00
H -1.655 2.754 3.455 0.01 -0.07 -0.03 0.00
H 0.996 4.825 2.099 0.00 0.00 -0.01 0.00
H -0.069 4.351 3.444 0.01 -0.01 -0.01 0.00
H -0.650 4.249 1.754 0.03 -0.02 0.01 0.00
F 1.648 2.868 -2.391 0.01 -0.01 0.02 0.00
C 1.607 2.376 -1.118 0.09 -0.03 -0.03 0.00
F 0.488 2.958 -0.554 -0.01 0.00 0.01 0.00
F 2.642 2.994 -0.473 -0.02 0.01 0.00 0.00
Br 1.709 -8.401 -2.100 0.00 -0.01 0.00 0.00
C 1.747 -6.528 -1.827 0.00 0.01 0.00 0.00
C 1.406 -5.685 -2.873 -0.01 0.00 -0.03 0.00
C 1.438 -4.315 -2.670 0.00 0.02 -0.01 0.00
C 1.804 -3.803 -1.431 0.04 0.02 0.03 0.00
C 2.139 -4.662 -0.392 0.00 0.00 0.02 0.00
C 2.116 -6.034 -0.585 0.01 -0.01 0.01 0.00
C 1.819 -2.333 -1.207 0.02 0.18 -0.02 0.00
O 2.017 -1.843 -0.061 -0.22 0.05 -0.13 0.00
O 1.589 -1.546 -2.171 0.13 -0.21 -0.21 0.00
H 1.118 -6.097 -3.831 0.01 0.01 0.02 0.00
H 1.174 -3.629 -3.465 0.01 -0.02 0.02 0.00
H 2.418 -4.243 0.567 -0.01 -0.01 -0.02 0.00
H 2.378 -6.713 0.214 0.00 0.01 -0.01 0.00
C 0.306 0.297 -4.257 -0.07 0.03 -0.03 0.02
C -0.644 0.070 -3.093 -0.25 0.05 0.01 0.01
O -1.756 -0.432 -3.295 0.25 0.05 0.05 0.04
N -0.209 0.487 -1.880 0.06 -0.44 0.14 0.25
Te -2.428 0.772 -0.605 0.09 0.24 0.13 0.39
C -3.962 -0.465 0.208 -0.03 -0.18 -0.05 0.07
C -3.830 -1.854 0.144 -0.04 0.05 0.01 0.00
C -2.714 -2.563 -0.584 0.00 -0.04 0.02 0.01
C -4.795 -2.645 0.770 -0.02 0.00 0.00 0.00
C -5.873 -2.091 1.442 0.01 -0.01 0.00 0.00
C -6.909 -2.958 2.105 -0.02 -0.03 0.01 0.00
C -5.975 -0.704 1.495 0.01 0.04 0.03 0.00
C -5.036 0.127 0.896 0.06 -0.07 -0.03 0.02
C -5.212 1.619 1.004 0.01 0.02 -0.03 0.01
C -3.622 1.732 -2.057 -0.18 -0.14 -0.07 0.01
C -4.595 1.058 -2.811 0.03 0.15 0.03 0.01
C -4.840 -0.426 -2.780 0.00 0.01 -0.02 0.00
C -5.409 1.818 -3.652 0.04 -0.02 0.00 0.00
C -5.275 3.191 -3.774 -0.01 0.02 -0.02 0.01
C -6.169 3.984 -4.689 -0.02 0.01 -0.02 0.00
C -4.282 3.824 -3.036 0.01 0.05 0.00 0.00
C -3.450 3.121 -2.177 -0.01 -0.03 0.01 0.01
C -2.388 3.867 -1.415 0.05 0.02 -0.01 0.01
H -0.200 0.055 -5.188 0.00 0.00 0.00 0.00
H 1.182 -0.340 -4.143 0.02 -0.05 0.01 0.00
H 0.641 1.333 -4.264 0.00 0.03 0.01 0.00
H -1.992 -1.889 -1.041 0.02 0.06 -0.03 0.01
H -3.120 -3.179 -1.390 -0.01 0.01 0.03 0.00
H -2.175 -3.230 0.095 -0.02 0.01 0.00 0.00
H -4.701 -3.726 0.719 0.01 0.05 0.00 0.00
H -6.684 -4.016 1.969 0.00 0.04 0.00 0.00
H -7.902 -2.769 1.690 0.04 0.00 0.01 0.00
H -6.961 -2.759 3.178 0.01 0.00 -0.04 0.00
H -6.808 -0.253 2.028 0.03 -0.02 -0.03 0.00
H -5.924 1.862 1.794 0.00 -0.01 -0.04 0.00
H -5.583 2.044 0.068 0.03 -0.02 0.00 0.00
H -4.270 2.124 1.233 0.01 -0.03 0.00 0.01
H -3.930 -0.980 -2.578 0.09 -0.01 0.01 0.00
H -5.214 -0.751 -3.752 -0.01 0.02 0.04 0.00
H -5.589 -0.684 -2.027 0.03 0.00 0.01 0.00
H -6.164 1.305 -4.242 0.04 0.02 0.03 0.00
H -6.845 3.333 -5.243 0.02 0.01 0.02 0.00
H -5.582 4.557 -5.410 -0.01 -0.02 0.02 0.00
H -6.775 4.696 -4.123 0.02 -0.02 -0.01 0.00
H -4.147 4.897 -3.132 -0.01 -0.05 0.00 0.00
H -2.415 4.926 -1.667 0.01 0.00 0.00 0.00
H -1.388 3.491 -1.642 -0.06 0.02 -0.02 0.00
H -2.522 3.773 -0.334 -0.03 0.00 -0.01 0.00
```
Forces are in eV/Å.

- Lowest unoccupied orbital energy (alpha / beta): 0.3 / -1.2 eV
- 2S+1: 2
- Frontier orbital gap (alpha / beta): 7.37 / 6.61 eV
- Strongest force on any atom: 0.5 eV Å⁻¹
- Electronic energy: -6597.52830 Ha
- Energy relative to the best compared isomer or geometry (same formula, charge and spin): 50.28 kJ/mol

***

Here is 8 unconnected molecules or ions with the total composition C50H51F8P from the OMol25 dataset. Energies are from ωB97M-V/def2-TZVPD.

```
110
Properties=species:S:1:pos:R:3:forces:R:3:mulliken_charge:R:1
C -5.402 5.492 -0.502 0.49 -0.10 -0.91 -0.81
C -5.235 5.303 -1.866 -0.20 0.04 1.30 -0.07
C -4.487 4.114 -2.567 0.75 2.34 -0.63 -0.63
P -3.693 2.848 -1.381 -1.85 1.25 -0.97 0.72
C -5.360 1.974 -1.256 -1.28 -0.15 1.38 -0.32
C -6.187 1.860 -0.106 0.71 -0.38 -1.25 -0.71
C -2.895 1.614 -0.127 0.65 -0.83 0.65 -0.15
F -2.465 0.489 -0.918 -0.21 0.71 0.63 -0.41
C -1.639 2.204 0.612 -0.43 -0.21 0.06 0.59
C -1.982 3.234 1.771 0.61 0.62 -0.49 -0.99
H -4.589 5.241 0.236 -1.39 -0.71 -0.73 0.27
H -6.318 5.960 -0.043 1.39 0.41 -0.85 0.27
H -5.672 6.095 -2.541 -0.42 -1.46 0.57 0.33
H -5.220 3.664 -3.304 0.68 0.27 0.88 0.44
H -3.666 4.573 -3.186 -0.94 -0.53 0.34 0.11
H -3.212 3.907 -0.545 0.02 -0.12 -0.27 -0.17
H -2.807 2.410 -2.439 -0.18 -0.06 0.67 -0.04
H -5.718 1.450 -2.197 1.59 -1.03 1.42 0.32
H -6.832 2.701 0.256 2.00 -0.29 0.90 0.28
H -6.220 0.850 0.405 -1.67 0.70 -1.45 0.27
H -3.621 1.208 0.625 0.60 0.39 -0.64 0.32
H -0.992 2.721 -0.147 -0.37 -0.60 0.62 -0.14
H -1.077 1.341 1.072 -0.49 0.79 -0.73 -0.28
H -1.413 2.981 2.711 -0.86 0.13 -0.90 0.28
H -1.585 4.244 1.445 -0.61 -0.99 0.47 0.28
H -3.080 3.362 1.971 1.05 -0.33 -0.08 0.27
F -1.731 5.108 -3.126 0.28 0.16 0.05 -0.29
C -0.677 4.790 -3.900 0.55 -0.15 -0.40 0.40
C 0.414 4.161 -3.328 -0.03 -0.07 0.26 -0.35
C 1.502 3.825 -4.123 -0.12 0.10 -0.21 -0.45
C 1.491 4.132 -5.480 0.02 -0.01 -0.03 -0.64
C 0.390 4.770 -6.042 0.09 -0.12 0.27 -0.40
C -0.704 5.096 -5.250 -0.20 0.10 -0.05 -0.42
H 0.408 3.937 -2.268 -0.03 0.01 -0.03 0.41
H 2.357 3.325 -3.685 -0.06 0.03 0.01 0.45
H 2.343 3.873 -6.098 -0.06 0.01 0.04 0.41
H 0.384 5.012 -7.098 -0.04 -0.01 0.07 0.38
H -1.574 5.585 -5.672 0.02 0.00 0.05 0.43
F 3.258 0.695 -2.316 0.30 0.42 -0.19 -0.42
C 3.495 0.230 -3.559 0.13 -0.25 -0.73 0.00
C 2.428 0.041 -4.418 -0.27 0.08 0.12 -0.07
C 2.664 -0.432 -5.703 0.30 0.00 0.08 -0.49
C 3.964 -0.720 -6.108 0.04 -0.01 -0.05 -0.34
C 5.027 -0.530 -5.231 -0.32 0.05 0.01 -0.49
C 4.793 -0.046 -3.949 0.16 0.04 0.20 -0.37
H 1.423 0.263 -4.080 0.04 0.02 0.01 0.56
H 1.836 -0.577 -6.388 0.03 0.00 0.07 0.37
H 4.146 -1.093 -7.109 -0.03 0.02 0.08 0.43
H 6.039 -0.758 -5.547 -0.05 0.03 0.05 0.38
H 5.609 0.117 -3.256 -0.05 -0.01 0.01 0.44
F 2.448 -1.461 -8.876 0.08 -0.09 0.04 -0.29
C 1.533 -0.729 -9.535 -0.48 0.40 -0.36 0.34
C 1.721 0.637 -9.664 0.20 0.07 0.11 -0.14
C 0.777 1.392 -10.349 -0.14 -0.28 -0.01 -0.43
C -0.348 0.775 -10.888 -0.02 0.06 -0.02 -0.49
C -0.527 -0.596 -10.747 0.19 0.20 0.07 -0.39
C 0.421 -1.355 -10.071 0.01 -0.22 0.06 -0.53
H 2.599 1.100 -9.230 -0.01 -0.05 -0.01 0.43
H 0.918 2.460 -10.463 0.02 -0.06 0.03 0.37
H -1.085 1.366 -11.418 0.05 -0.05 0.04 0.37
H -1.405 -1.075 -11.163 0.07 0.00 0.03 0.36
H 0.302 -2.426 -9.959 0.03 0.04 0.03 0.41
F 3.611 -4.469 -0.161 0.08 -0.13 -0.01 -0.31
C 2.899 -3.363 0.126 -0.37 0.61 0.13 0.12
C 2.883 -2.312 -0.775 0.12 -0.07 -0.14 -0.42
C 2.143 -1.173 -0.479 -0.23 -0.36 0.46 -0.29
C 1.437 -1.096 0.717 -0.01 0.01 0.00 -0.53
C 1.465 -2.156 1.616 0.08 0.05 -0.18 -0.58
C 2.196 -3.299 1.317 0.07 -0.21 0.10 -0.23
H 3.446 -2.388 -1.698 -0.02 -0.03 0.02 0.45
H 2.115 -0.353 -1.173 -0.10 -0.12 0.11 0.52
H 0.864 -0.206 0.948 0.03 -0.07 -0.01 0.39
H 0.917 -2.091 2.548 0.04 -0.03 -0.05 0.42
H 2.222 -4.139 2.001 0.02 0.00 -0.05 0.47
F 0.343 0.300 3.755 0.03 -0.05 -0.18 -0.26
C 0.029 0.740 4.987 -0.17 0.23 0.66 0.27
C 1.010 1.327 5.767 0.21 0.01 -0.13 -0.45
C 0.684 1.786 7.038 -0.29 -0.12 -0.08 -0.41
C -0.615 1.643 7.516 0.04 0.03 0.05 -0.55
C -1.590 1.048 6.723 0.23 0.09 -0.10 -0.43
C -1.268 0.598 5.448 -0.09 -0.08 -0.15 -0.26
H 2.018 1.421 5.381 -0.05 -0.01 -0.03 0.42
H 1.442 2.253 7.655 -0.02 -0.04 -0.06 0.36
H -0.867 1.998 8.509 -0.01 -0.04 -0.07 0.43
H -2.598 0.934 7.098 0.07 0.01 -0.07 0.41
H -2.016 0.139 4.813 0.05 0.00 -0.01 0.47
F -2.936 -0.092 9.184 -0.11 0.10 0.08 -0.32
C -2.452 -1.302 9.518 0.27 -0.64 0.17 0.39
C -3.031 -2.437 8.977 -0.15 0.07 -0.15 -0.42
C -2.527 -3.686 9.318 0.18 0.18 0.17 -0.36
C -1.458 -3.786 10.203 0.00 -0.06 0.00 -0.48
C -0.889 -2.637 10.742 -0.20 -0.07 -0.18 -0.38
C -1.384 -1.387 10.394 0.05 0.21 0.06 -0.32
H -3.868 -2.339 8.297 0.04 0.03 0.02 0.41
H -2.967 -4.581 8.895 0.00 0.07 0.01 0.36
H -1.068 -4.761 10.471 -0.02 0.07 -0.02 0.38
H -0.058 -2.716 11.434 -0.04 0.04 -0.05 0.35
H -0.948 -0.481 10.798 -0.05 -0.01 -0.03 0.39
F 3.306 -8.694 6.536 -0.02 -0.05 0.10 -0.32
C 3.550 -8.085 5.364 0.12 0.30 -0.57 0.27
C 3.608 -6.703 5.316 -0.03 0.10 0.19 -0.37
C 3.865 -6.073 4.104 -0.01 -0.33 -0.10 -0.39
C 4.051 -6.833 2.953 0.02 0.10 -0.07 -0.43
C 3.985 -8.220 3.014 -0.02 0.21 0.19 -0.40
C 3.738 -8.852 4.227 -0.02 -0.20 0.04 -0.35
H 3.453 -6.128 6.222 0.01 -0.06 -0.01 0.41
H 3.921 -4.991 4.056 -0.01 -0.06 0.03 0.40
H 4.247 -6.341 2.007 -0.02 -0.03 0.06 0.41
H 4.125 -8.811 2.116 0.00 0.01 0.07 0.37
H 3.692 -9.932 4.295 -0.02 0.04 0.04 0.40
```
Forces are in eV/Å.

- Lowest unoccupied orbital energy: -0.4 eV
- SMILES: C=CC[PH2](C=C)[C@@H](F)CC.Fc1ccccc1.Fc1ccccc1.Fc1ccccc1.Fc1ccccc1.Fc1ccccc1.Fc1ccccc1.Fc1ccccc1
- Frontier orbital gap: 6.98 eV
- Strongest force on any atom: 2.5 eV Å⁻¹
- Electronic energy: -3075.82623 Ha

***

Which of these has the highest electronic energy?
C50H51F8P

***

Among the records above, which one has the highest strongest force on any atom?
C50H51F8P

***

Among the records above, which one has the highest electronic energy?
C50H51F8P